DFT (wB97M-V/def2-TZVPD) results for C56H36Cl4N7OS2Tc as an isolated structure.

- E (hartree) = -5331.89700
- frontier orbital gap (alpha / beta) (eV) = 5.25 / 5.04
- total charge = +1
- LUMO level (alpha / beta) (eV) = -4.4914 / -4.8249
- spin multiplicity = 4
- M (g mol⁻¹) = 1126.9
- maximum force (hartree/bohr) = 0.05406

Each line ends with the Mulliken charge.
Positions of all 107 atoms, in Å:
Tc1 -0.0474 1.1942 -0.1049  0.417
Cl1 -2.6834 -2.7941 7.7485  -0.190
C1 -2.1811 -1.8938 6.3720  0.342
C2 -1.2679 -2.4342 5.4781  -1.257
C3 -0.8260 -1.6723 4.4155  -0.056
C4 -1.2555 -0.3442 4.2259  0.449
C5 -2.2812 0.1154 5.0660  -0.484
C6 -2.7227 -0.6378 6.1350  -1.306
C7 -0.6881 0.4338 3.1197  0.509
C8 -1.2730 1.6386 2.6264  0.478
C9 -1.8606 2.6752 3.4072  -0.946
C10 -2.0095 3.7656 2.6015  -1.567
C11 -1.6088 3.3911 1.2873  -0.146
C12 -1.7851 4.1411 0.1123  1.416
C13 -2.2352 5.5501 0.1891  -0.228
C14 -3.3546 5.9826 0.9006  -0.348
C15 -3.6643 7.3278 0.9903  -0.865
C16 -2.8541 8.2667 0.3699  0.325
Cl2 -3.2257 9.9455 0.4982  -0.189
C17 -1.7486 7.8618 -0.3638  -1.014
C18 -1.4498 6.5152 -0.4530  -0.134
C19 -1.5084 3.6326 -1.1682  0.356
N1 -0.7927 2.4930 -1.4162  0.487
C20 -0.7302 2.3170 -2.7750  -0.078
C21 0.1677 1.4496 -3.4130  1.495
C22 0.0607 1.3125 -4.8906  -0.800
C23 0.7547 2.1462 -5.7604  0.260
C24 0.6191 2.0006 -7.1317  -0.956
C25 -0.2146 1.0136 -7.6341  0.398
Cl3 -0.3891 0.8280 -9.3435  -0.199
C26 -0.9131 0.1745 -6.7781  -1.070
C27 -0.7739 0.3259 -5.4083  0.137
C28 1.2265 0.8148 -2.7665  -0.555
C29 2.4108 0.3183 -3.3930  -1.554
C30 3.2928 0.0087 -2.4044  -1.102
C31 2.6314 0.2225 -1.1509  0.444
N2 1.3714 0.7120 -1.4016  0.752
C32 3.1294 -0.0658 0.1263  0.492
C33 2.3567 -0.0332 1.2891  0.556
C34 2.7653 -0.4728 2.5848  -1.079
C35 1.6667 -0.4578 3.3842  -1.487
C36 0.5739 0.0480 2.6061  0.068
N3 1.0231 0.3192 1.3421  0.877
C37 4.5755 -0.3788 0.2714  -0.066
C38 5.3669 0.4964 1.0172  -0.063
C39 6.7307 0.2950 1.1387  -1.001
C40 7.3161 -0.8042 0.5275  0.251
Cl4 9.0142 -1.0700 0.6908  -0.198
C41 6.5463 -1.6896 -0.2114  -1.008
C42 5.1848 -1.4698 -0.3393  -0.192
C43 -1.5176 3.3315 -3.4038  -1.463
C44 -1.9660 4.1603 -2.4174  -1.157
N4 -1.1115 2.0947 1.3445  0.182
H1 -0.9074 -3.4445 5.6172  0.520
H2 -0.1651 -2.1307 3.6926  0.709
H3 -2.7598 1.0640 4.8863  0.477
H4 -3.4832 -0.2549 6.8016  0.445
H5 -2.0277 2.6576 4.4694  0.653
H6 -2.3346 4.7415 2.9130  0.761
H7 -4.0193 5.2616 1.3570  0.597
H8 -4.5364 7.6557 1.5394  0.411
H9 -1.1246 8.5983 -0.8506  0.427
H10 -0.5701 6.2044 -1.0008  0.512
H11 1.4048 2.9175 -5.3644  0.522
H12 1.1590 2.6506 -7.8065  0.424
H13 -1.5572 -0.5941 -7.1822  0.437
H14 -1.3062 -0.3341 -4.7337  0.498
H15 2.5668 0.2500 -4.4571  0.610
H16 4.3032 -0.3439 -2.5147  0.680
H17 3.7612 -0.7928 2.8460  0.691
H18 1.6159 -0.7129 4.4284  0.701
H19 4.9002 1.3500 1.4928  0.499
H20 7.3438 0.9892 1.6969  0.433
H21 7.0148 -2.5410 -0.6871  0.444
H22 4.5796 -2.1551 -0.9204  0.682
H23 -1.6774 3.4191 -4.4657  0.614
H24 -2.5899 5.0333 -2.5144  0.642
O1 -1.4817 -0.0999 -0.7119  -0.267
N5 -1.7593 -1.3662 -0.3650  0.070
C45 -2.4727 -1.5663 0.7716  -0.207
C46 -2.9511 -2.7961 1.0905  -0.890
C47 -2.7538 -3.8571 0.1859  -0.368
C48 -2.0437 -3.6471 -0.9593  -0.578
C49 -1.4732 -2.3841 -1.2536  0.297
S1 -0.5170 -2.0829 -2.6076  -0.421
H25 -2.6575 -0.6820 1.3631  0.635
H26 -3.4949 -2.9323 2.0136  0.514
H27 -3.1698 -4.8318 0.4020  0.403
H28 -1.8788 -4.4357 -1.6770  0.463
N6 1.8441 -4.1648 -1.3989  -0.217
C50 1.8635 -4.3021 -0.0616  0.271
S2 0.5971 -3.6782 0.8388  -0.116
N7 2.9778 -4.8976 0.4346  -0.131
C51 3.3790 -5.2271 1.7556  0.574
C52 2.5143 -5.5329 2.8024  -0.304
C53 3.0324 -5.8754 4.0445  -0.731
C54 4.4010 -5.9319 4.2554  -0.461
C55 5.2617 -5.6378 3.2096  -0.719
C56 4.7555 -5.2881 1.9698  -0.379
H29 1.0806 -3.6469 -1.8407  -0.123
H30 2.5094 -4.6263 -1.9986  0.205
H31 3.7126 -5.0478 -0.2392  0.222
H32 1.4504 -5.5254 2.6514  0.484
H33 2.3506 -6.1064 4.8529  0.396
H34 4.7940 -6.2131 5.2234  0.402
H35 6.3331 -5.6805 3.3546  0.377
H36 5.4301 -5.0496 1.1537  0.277

***

DFT (wB97M-V/def2-TZVPD) results for C56H37ClN8O2SeZr as an isolated structure.

- E (hartree) = -5653.25402
- frontier orbital gap (alpha / beta) (eV) = 4.83 / 4.82
- total charge = 0
- LUMO level (alpha / beta) (eV) = -1.4598 / -1.6274
- M (g mol⁻¹) = 1059.6
- maximum force (hartree/bohr) = 0.07904

Each line ends with the Mulliken charge.
Positions of all 106 atoms, in Å:
Zr1 0.0462 0.8957 0.8802  1.769
C1 -2.9388 -6.2040 1.7441  -0.350
C2 -3.7692 -5.1207 1.6153  -0.769
C3 -3.1276 -3.8454 1.5057  0.064
C4 -1.7605 -3.7312 1.5539  -0.259
C5 -0.9652 -4.8249 1.8537  -0.052
C6 -1.5684 -6.0788 1.8888  -1.186
C7 -1.2045 -2.3628 1.2744  0.757
C8 -0.6355 -1.6564 2.4076  1.016
C9 -0.2740 -2.2603 3.5999  -0.976
C10 0.0594 -1.2790 4.5589  -1.088
C11 -0.3574 -0.0602 3.9716  -0.171
N1 -0.7119 -0.3090 2.5957  -0.791
C12 -0.1673 1.2543 4.5531  1.551
C13 -0.1627 2.4082 3.7421  0.215
C14 0.0474 3.7700 4.1944  -1.299
C15 0.0872 4.6228 3.0989  -1.746
C16 -0.0179 3.8207 1.9235  0.889
C17 -0.0730 4.4360 0.6379  0.891
C18 0.2454 5.9408 0.5143  -0.342
C19 -0.5630 6.8456 -0.1692  -0.398
C20 -0.2817 8.1674 -0.0839  -0.662
C21 0.9243 8.6709 0.4050  -0.460
C22 1.8378 7.7406 0.9626  -0.711
C23 1.5085 6.4349 1.0179  -0.188
C24 -0.2894 3.7339 -0.5696  0.403
N2 -0.5903 2.3627 -0.6527  -0.230
C25 -1.0056 2.0863 -1.9839  0.585
C26 -1.5518 0.8848 -2.4751  0.940
C27 -2.1481 0.8531 -3.8440  0.059
C28 -3.2601 1.7080 -4.1021  -0.391
C29 -3.8807 1.6044 -5.3575  -0.931
C30 -3.4323 0.6548 -6.2745  -0.425
C31 -2.2994 -0.1440 -6.0540  -1.089
C32 -1.6704 -0.0096 -4.8204  -0.056
C33 -1.4577 -0.3579 -1.7928  0.042
C34 -1.7467 -1.6460 -2.2697  -1.503
C35 -1.6538 -2.6635 -1.1891  -0.591
C36 -1.2889 -1.8004 -0.0103  0.047
N3 -1.1531 -0.4837 -0.3717  -0.792
C37 -0.8349 3.2842 -2.7517  -1.175
C38 -0.2764 4.2587 -1.9387  -1.151
N4 -0.1987 2.4689 2.2915  0.054
C39 0.1098 1.4531 6.0404  0.052
C40 -0.7778 0.8734 6.9677  -0.262
C41 -0.5499 1.0002 8.3318  -0.811
C42 0.5998 1.7169 8.7969  -0.436
C43 1.4747 2.2673 7.8422  -0.807
C44 1.1920 2.2419 6.4755  -0.527
H1 -3.4290 -7.2394 1.6948  0.259
H2 -4.8687 -5.1238 1.4606  0.374
H3 -3.6869 -2.9378 1.2622  0.472
H4 0.0832 -4.6504 2.0468  0.572
H5 -0.9887 -6.9522 2.0115  0.454
H6 -0.2674 -3.3420 3.7723  0.531
H7 0.3976 -1.5098 5.5779  0.511
H8 0.0290 4.0572 5.1918  0.808
H9 0.1486 5.7224 3.1369  0.485
H10 -1.4154 6.4839 -0.7394  0.501
H11 -1.0577 8.8529 -0.5395  0.265
H12 1.2422 9.6801 0.2194  0.396
H13 2.7419 8.0936 1.4635  0.378
H14 2.2091 5.6948 1.3601  0.474
H15 -3.6118 2.3951 -3.3158  0.461
H16 -4.6082 2.3513 -5.7334  0.320
H17 -3.9557 0.5152 -7.2380  0.338
H18 -1.8938 -0.8065 -6.8137  0.445
H19 -0.8479 -0.6598 -4.5400  0.786
H20 -2.1540 -1.8470 -3.2537  0.688
H21 -2.6017 -3.1780 -1.0089  0.937
H22 -0.8732 3.3110 -3.8548  0.497
H23 0.1892 5.2440 -2.1599  0.580
H24 -1.6018 0.2567 6.5994  0.463
H25 -1.1503 0.5576 9.0932  0.422
H26 0.7873 1.8739 9.8416  0.415
H27 2.3807 2.6741 8.1639  0.441
H28 1.8632 2.7277 5.7525  0.539
Cl1 4.0365 -5.8902 -4.8895  -0.242
C45 3.1340 -4.5539 -4.0524  0.997
C46 2.2246 -3.9621 -5.0554  -0.967
C47 2.0287 -2.6365 -5.1079  -0.674
C48 2.5016 -1.6563 -4.1459  0.640
C49 2.1783 -0.3708 -4.2200  -1.216
C50 3.3864 -2.1607 -3.0212  -0.931
C51 4.0150 -3.5486 -3.2069  -0.117
H29 1.6538 -4.6163 -5.7304  0.386
H30 1.4190 -2.1728 -5.8722  0.425
H31 1.4543 0.0557 -4.8723  0.352
H32 2.5995 0.4086 -3.5752  0.207
H33 4.1082 -1.4091 -2.8058  0.894
H34 5.1048 -3.5639 -3.3916  0.399
O1 2.1476 1.2304 1.6288  -0.449
N5 2.7505 0.4696 0.6990  0.152
O2 1.9717 0.2247 -0.2642  -0.304
Se1 -1.3431 -5.5513 -1.9558  0.060
N6 0.3067 -5.8893 -2.6374  -0.910
C52 1.1560 -4.9830 -2.2443  -0.060
C53 2.6063 -5.1632 -2.6232  -0.455
C54 3.5404 -4.1553 -1.8878  -0.656
C55 2.7606 -2.7552 -1.6716  -0.682
N7 1.3540 -2.6665 -1.3992  0.043
C56 0.6528 -3.7354 -1.6618  0.977
N8 -0.7093 -3.8774 -1.4119  0.110
H35 2.8501 -6.2364 -2.5354  0.689
H36 4.2995 -4.4702 -1.2402  0.474
H37 3.2632 -2.2321 -0.8341  0.332

***

Among the records above, which one has the highest M? C56H36Cl4N7OS2Tc

***

Among the records above, which one has the lowest total charge? C56H37ClN8O2SeZr